1.
14
Properties=species:S:1:pos:R:3 method="wB97M-V/def2-TZVPD" homo_energy_ev=-7.51 e_tot_ha=-212.4396 total_charge=0 gap_ev=8.660 multiplicity=1
C -0.631 0.033 0.565
C 1.301 -0.491 -0.404
C -0.208 -1.058 -0.342
C -1.197 1.277 -0.037
N 1.262 0.080 0.903
H 2.015 -0.300 1.478
H -0.996 -0.237 1.551
H 1.262 0.247 -1.224
H 2.078 -1.243 -0.607
H -0.211 -2.047 0.116
H -0.660 -1.064 -1.335
H -1.346 2.064 0.704
H -2.148 1.084 -0.547
H -0.521 1.655 -0.820

2.
20
Properties=species:S:1:pos:R:3 method="wB97M-V/def2-TZVPD" homo_energy_ev="-4.89 / -4.89" e_tot_ha=-1078.5858 total_charge=-1 gap_ev="7.482 / 7.490" multiplicity=1
C -1.471 0.245 -0.829
C 1.508 1.945 0.349
C -2.341 0.574 0.352
C -0.354 -1.547 0.646
C 0.555 -0.562 -1.458
N 2.158 -0.858 -1.263
N -0.470 -0.625 -0.524
O 2.513 2.268 -0.259
O -1.675 0.596 -1.965
O 0.422 2.415 0.493
O 1.718 0.450 0.836
O 3.007 -1.563 0.995
S 2.900 -0.434 0.112
H -1.869 1.284 0.998
H -2.692 -0.233 0.975
H -3.055 1.305 0.020
H 0.438 -2.269 0.661
H -0.404 -0.896 1.557
H -1.247 -2.152 0.657
H 0.359 0.057 -2.351

3.
11
Properties=species:S:1:pos:R:3 method="wB97M-V/def2-TZVPD" homo_energy_ev="-8.18 / -8.19" e_tot_ha=-285.2295 total_charge=0 gap_ev="7.892 / 7.897" multiplicity=1
N -0.478 0.746 1.326
C 0.454 1.268 0.490
C -0.837 0.633 -0.319
C -0.414 -0.570 -0.743
C 0.936 -0.906 -0.145
O 1.475 0.323 0.304
H -1.173 1.472 1.515
H -1.696 1.200 -0.650
H -0.894 -1.178 -1.502
H 1.626 -1.276 -0.910
H 0.845 -1.680 0.633

4.
97
Properties=species:S:1:pos:R:3 method="wB97M-V/def2-TZVPD" s2=3.75 homo_energy_ev="-4.20 / -5.53" e_tot_ha=-3043.2281 total_charge=-1 gap_ev="5.830 / 6.624" multiplicity=4
Ti 1.826 1.296 -2.351
C 0.305 0.278 -0.273
O -0.193 -0.298 0.673
O 0.782 1.423 -0.189
O 0.474 -0.253 -1.382
C -2.071 1.954 -2.452
C -1.763 3.347 -2.052
O -2.505 4.229 -2.461
N -0.714 3.530 -1.271
C -0.241 4.837 -0.907
H -3.091 1.887 -2.832
H -1.953 1.230 -1.646
H -1.456 1.625 -3.291
H -0.326 2.705 -0.837
H -0.371 5.121 0.137
H -0.564 5.687 -1.508
H 0.848 4.874 -0.940
N -1.532 -2.416 -2.175
C -2.893 -2.561 -2.158
C -3.262 -3.898 -2.560
C -2.049 -4.498 -2.977
C -1.051 -3.553 -2.809
H -1.029 -1.561 -1.984
H -3.510 -1.715 -1.893
H -4.204 -4.410 -2.693
H -1.887 -5.471 -3.417
H 0.015 -3.629 -2.964
N 2.134 -2.652 -0.901
C 3.222 -3.194 -1.611
C 3.369 -4.513 -1.142
C 2.382 -4.746 -0.171
C 1.677 -3.595 -0.004
H 1.663 -1.764 -1.000
H 3.833 -2.604 -2.279
H 4.121 -5.190 -1.522
H 2.261 -5.654 0.402
H 0.830 -3.324 0.608
N -1.439 -2.712 1.825
C -1.709 -2.707 3.192
C -2.460 -3.819 3.410
C -2.666 -4.530 2.222
C -2.018 -3.809 1.277
H -1.006 -1.925 1.362
H -1.373 -1.836 3.734
H -2.756 -4.144 4.397
H -3.221 -5.456 2.207
H -1.865 -3.938 0.216
N 1.559 -0.516 2.910
C 1.857 0.294 3.953
C 2.662 -0.371 4.810
C 2.789 -1.689 4.319
C 2.122 -1.756 3.098
H 1.101 -0.239 2.053
H 1.469 1.301 3.959
H 3.178 0.033 5.668
H 3.454 -2.414 4.764
H 2.042 -2.491 2.310
N -3.039 -0.168 0.608
C -4.103 -1.047 0.728
C -5.196 -0.306 0.650
C -4.941 1.013 0.653
C -3.539 1.114 0.632
H -2.048 -0.362 0.587
H -3.867 -2.100 0.770
H -6.237 -0.594 0.648
H -5.634 1.832 0.528
H -2.895 1.970 0.494
N 3.182 2.996 0.649
C 3.796 2.868 1.839
C 5.049 3.404 1.771
C 5.125 4.074 0.557
C 3.956 3.788 -0.127
H 2.311 2.575 0.359
H 3.280 2.252 2.561
H 5.764 3.388 2.580
H 5.976 4.657 0.236
H 3.492 3.908 -1.094
N 1.532 0.790 -5.926
C 2.294 0.254 -4.921
C 1.484 -0.657 -4.244
C 0.191 -0.485 -4.715
C 0.229 0.404 -5.756
H 1.775 1.517 -6.584
H 3.348 0.442 -4.779
H 1.836 -1.368 -3.512
H -0.716 -1.010 -4.453
H -0.493 0.783 -6.464
N -0.389 2.692 2.262
C 0.332 3.814 2.599
C -0.268 4.445 3.693
C -1.460 3.680 3.922
C -1.504 2.620 3.064
H -0.173 2.020 1.540
H 1.212 4.020 2.007
H 0.070 5.298 4.263
H -2.291 3.831 4.595
H -2.244 1.846 2.925

5.
66
Properties=species:S:1:pos:R:3 method="wB97M-V/def2-TZVPD" s2=3.79 homo_energy_ev="-9.66 / -9.60" e_tot_ha=-3690.4846 total_charge=0 gap_ev="7.544 / 5.792" multiplicity=4
V 0.677 0.475 -0.541
C 4.338 1.078 -2.692
C 3.278 0.965 -1.657
N 2.053 1.314 -1.838
O 1.682 1.736 -3.058
B 0.446 2.600 -3.100
F 0.099 2.731 -4.403
F 0.713 3.783 -2.424
O -0.760 1.934 -2.402
N -0.569 1.930 -1.047
C -0.860 2.937 -0.306
C -1.617 4.130 -0.753
C -0.288 2.805 1.050
N 0.576 1.851 1.135
O 1.148 1.722 2.319
B 2.189 0.663 2.687
F 1.677 -0.049 3.745
F 3.339 1.361 2.984
O 2.473 -0.340 1.608
N 2.453 0.173 0.359
C 3.530 0.381 -0.304
C 4.893 0.060 0.183
C -0.622 3.688 2.197
H 4.003 1.731 -3.492
H 5.262 1.463 -2.261
H 4.545 0.094 -3.124
H -1.867 4.047 -1.806
H -2.525 4.234 -0.155
H -1.012 5.025 -0.601
H 4.875 -0.115 1.254
H 5.253 -0.838 -0.327
H 5.582 0.870 -0.050
H -1.283 4.498 1.901
H -1.099 3.096 2.981
H 0.292 4.098 2.628
N 3.833 -1.962 -4.581
C 2.769 -2.126 -4.163
N 1.543 -2.353 -3.692
C 1.127 -1.665 -2.728
N 0.672 -1.078 -1.811
N -2.625 -0.454 -1.800
C -2.984 -1.390 -0.930
C -2.655 -2.762 -1.146
C -2.930 -3.675 -0.173
C -3.520 -3.259 1.042
C -3.939 -1.919 1.216
C -3.676 -0.998 0.256
S -3.746 -4.395 2.399
O -3.352 -3.603 3.555
O -5.175 -4.613 2.289
O -2.897 -5.515 2.088
H -2.067 -0.650 -2.618
H -2.837 0.516 -1.629
H -2.160 -3.045 -2.067
H -2.663 -4.719 -0.274
H -4.426 -1.650 2.144
H -3.944 0.044 0.386
N -1.592 -1.377 3.951
N -1.020 -1.436 2.701
N -0.529 -2.541 2.166
C -0.144 -2.118 0.985
N -0.393 -0.802 0.833
N -0.964 -0.388 1.945
H -2.040 -2.285 4.108
H -0.854 -1.179 4.619
H 0.319 -2.736 0.237

6.
54
Properties=species:S:1:pos:R:3 method="wB97M-V/def2-TZVPD" s2=2.08 homo_energy_ev="-13.70 / -13.69" e_tot_ha=-4856.7812 total_charge=+2 gap_ev="6.059 / 5.926" multiplicity=3
V -0.414 -0.989 -1.986
O 1.910 -4.470 -1.700
C 1.010 -3.539 -1.706
O 1.217 -2.361 -1.988
C -0.380 -3.968 -1.340
C -0.827 -5.237 -1.018
C -2.183 -5.384 -0.744
C -3.036 -4.285 -0.806
C -2.492 -3.056 -1.137
N -1.195 -2.924 -1.389
C -3.168 -1.717 -1.306
O -4.447 -1.558 -1.158
O -2.469 -0.756 -1.614
H 2.784 -4.130 -1.970
H -0.144 -6.075 -0.987
H -2.579 -6.358 -0.488
H -4.090 -4.412 -0.598
H -4.935 -2.364 -0.932
C 2.048 -0.287 0.760
As 0.214 0.033 0.250
C 0.047 1.952 0.327
C -0.859 -0.612 1.767
C -0.412 -0.008 3.066
C 0.561 -0.636 3.839
C 0.995 -0.062 5.025
C 0.459 1.146 5.449
C -0.517 1.774 4.688
C -0.950 1.200 3.502
H 2.263 0.260 1.677
H 2.689 0.064 -0.048
H 2.213 -1.350 0.929
H 0.302 2.287 1.331
H -0.972 2.245 0.082
H 0.735 2.382 -0.391
H -0.764 -1.701 1.777
H -1.897 -0.360 1.542
H 0.972 -1.588 3.522
H 1.744 -0.562 5.624
H 0.793 1.591 6.376
H -0.949 2.707 5.024
H -1.727 1.685 2.922
C 0.406 5.626 -3.290
C 1.107 4.362 -2.917
C 2.385 4.341 -2.364
C 2.941 3.113 -2.064
N 2.298 1.961 -2.292
C 1.102 2.108 -2.836
S 0.237 0.599 -3.253
N 0.462 3.210 -3.155
H 0.914 6.501 -2.893
H -0.622 5.602 -2.932
H 0.367 5.708 -4.378
H 2.924 5.258 -2.174
H 3.928 3.033 -1.626

7.
64
Properties=species:S:1:pos:R:3 method="wB97M-V/def2-TZVPD" homo_energy_ev=-0.70 e_tot_ha=-1277.4952 total_charge=-1 gap_ev=3.114 multiplicity=1
O -4.523 0.026 0.710
C -5.336 -1.213 0.917
C -6.649 -0.467 0.693
H -5.197 -1.587 1.942
H -5.134 -1.995 0.173
C -5.753 0.769 0.556
H -7.290 -0.480 1.572
H -7.165 -0.755 -0.228
C -5.782 1.676 1.761
H -5.654 1.060 2.657
H -6.698 2.255 1.827
H -4.930 2.359 1.674
C -5.861 1.486 -0.771
H -5.696 0.842 -1.645
H -5.147 2.313 -0.808
H -6.859 1.921 -0.871
Hg 1.277 1.160 0.132
C 3.346 0.237 -2.412
C 3.337 -0.594 -1.141
C 1.855 -0.758 -0.838
H 3.855 -1.528 -1.427
C 1.149 -0.269 -1.963
C 2.076 0.341 -2.885
H 1.766 0.858 -3.793
H 4.242 0.546 -2.969
H 1.499 -1.544 -0.200
H 0.095 -0.474 -2.136
C 3.333 2.659 1.857
C 2.452 3.313 0.963
C 1.081 2.972 1.372
H 2.721 4.069 0.229
C 1.209 2.030 2.477
C 2.592 1.861 2.759
H 3.034 1.217 3.526
H 4.423 2.807 1.893
H 0.182 3.532 1.116
H 0.377 1.672 3.085
O -2.648 -1.726 0.465
C -2.746 -1.114 -0.863
C -3.151 -2.320 -1.763
H -1.782 -0.759 -1.329
H -3.454 -0.284 -0.825
C -2.471 -3.536 -1.088
H -2.811 -2.215 -2.790
H -4.248 -2.432 -1.768
C -1.776 -2.869 0.167
H -1.774 -4.049 -1.726
H -3.224 -4.296 -0.790
H -0.752 -2.533 -0.166
H -1.684 -3.507 1.034
C 5.876 -1.229 -0.735
C 5.342 -0.042 0.046
C 5.743 -0.239 1.502
C 5.842 1.311 -0.430
O 3.912 0.018 0.025
H 6.934 -1.343 -0.495
H 5.792 -1.088 -1.814
H 5.363 -2.149 -0.420
H 6.837 -0.290 1.548
H 5.411 0.584 2.146
H 5.332 -1.177 1.897
H 5.535 1.520 -1.459
H 5.437 2.112 0.206
H 6.937 1.335 -0.381

8.
16
Properties=species:S:1:pos:R:3 method="wB97M-V/def2-TZVPD" homo_energy_ev=-9.34 e_tot_ha=-271.7125 smiles=C[C@H]1C[C@]1(C)O total_charge=0 gap_ev=10.363 multiplicity=1
C 1.405 -0.160 1.228
C 0.896 0.078 -0.182
C 0.133 -1.006 -0.910
C -0.589 0.211 -0.444
C -1.554 0.154 0.730
O -0.992 1.043 -1.503
H 1.069 -1.130 1.611
H 2.497 -0.157 1.265
H 1.053 0.612 1.923
H 1.525 0.702 -0.816
H 0.285 -1.087 -1.981
H -0.055 -1.944 -0.392
H -2.148 -0.763 0.736
H -2.252 0.995 0.680
H -1.033 0.221 1.689
H -1.082 1.940 -1.155

9.
92
Properties=species:S:1:pos:R:3 method="wB97M-V/def2-TZVPD" homo_energy_ev=-8.93 e_tot_ha=-2863.4599 smiles="C#CCCCN(OCCOCC)S(=O)(=O)F.Fc1ccccc1.Fc1ccccc1.Fc1ccccc1.Fc1ccccc1.Fc1ccccc1" total_charge=0 gap_ev=8.469 multiplicity=1
C 4.994 2.683 -2.372
C 5.218 1.521 -2.936
C 5.703 0.113 -3.543
C 4.674 -1.016 -2.989
C 5.144 -1.732 -1.620
N 4.360 -1.365 -0.398
O 4.610 -0.104 0.041
C 5.495 -0.278 1.202
C 6.527 0.947 1.423
O 7.083 1.021 2.769
C 7.572 -0.268 3.231
C 8.618 -0.993 2.207
S 2.675 -1.716 -0.536
O 2.507 -2.886 -1.502
O 2.041 -2.111 0.784
F 1.751 -0.451 -1.187
H 5.058 3.716 -1.853
H 5.575 0.201 -4.699
H 6.810 -0.128 -3.359
H 3.631 -0.538 -2.960
H 4.638 -1.839 -3.816
H 5.213 -2.880 -1.768
H 6.241 -1.388 -1.421
H 4.924 -0.563 2.175
H 6.153 -1.211 0.955
H 5.911 1.925 1.270
H 7.348 0.969 0.593
H 8.182 -0.063 4.200
H 6.724 -0.998 3.561
H 9.467 -1.439 2.859
H 8.990 -0.302 1.372
H 8.046 -1.912 1.767
F 4.680 6.064 -3.201
C 4.416 6.793 -2.106
C 3.099 7.082 -1.780
C 2.825 7.834 -0.642
C 3.872 8.297 0.153
C 5.191 8.005 -0.186
C 5.465 7.244 -1.318
H 2.298 6.720 -2.415
H 1.798 8.059 -0.374
H 3.658 8.888 1.039
H 6.006 8.370 0.432
H 6.485 7.000 -1.592
F -5.073 -0.739 -2.425
C -3.851 -1.126 -2.023
C -2.814 -0.206 -2.014
C -1.549 -0.606 -1.592
C -1.334 -1.925 -1.194
C -2.382 -2.841 -1.212
C -3.649 -2.439 -1.624
H -2.998 0.813 -2.334
H -0.732 0.108 -1.573
H -0.345 -2.237 -0.869
H -2.212 -3.869 -0.906
H -4.479 -3.137 -1.636
F -2.993 0.213 5.537
C -3.064 -0.659 4.519
C -4.236 -1.373 4.314
C -4.312 -2.274 3.256
C -3.211 -2.459 2.422
C -2.037 -1.741 2.640
C -1.965 -0.832 3.691
H -5.079 -1.221 4.979
H -5.227 -2.831 3.082
H -3.269 -3.166 1.599
H -1.180 -1.890 1.992
H -1.063 -0.258 3.870
F -4.146 -4.525 -8.528
C -4.409 -3.798 -7.431
C -5.725 -3.510 -7.104
C -5.998 -2.760 -5.963
C -4.951 -2.298 -5.169
C -3.632 -2.588 -5.510
C -3.359 -3.348 -6.644
H -6.527 -3.872 -7.738
H -7.026 -2.536 -5.694
H -5.164 -1.710 -4.283
H -2.817 -2.224 -4.893
H -2.339 -3.591 -6.920
F -7.929 -2.578 4.865
C -8.401 -1.454 5.426
C -9.204 -0.605 4.680
C -9.698 0.559 5.263
C -9.373 0.865 6.583
C -8.562 0.008 7.322
C -8.077 -1.161 6.742
H -9.440 -0.855 3.651
H -10.334 1.226 4.690
H -9.755 1.775 7.037
H -8.307 0.250 8.349
H -7.451 -1.844 7.306

10.
15
Properties=species:S:1:pos:R:3 method="wB97M-V/def2-TZVPD" homo_energy_ev=-10.00 e_tot_ha=-271.3108 total_charge=0 gap_ev=9.721 multiplicity=1
C -0.190 -0.882 -1.802
C 0.877 -0.963 -2.552
C -0.045 -0.204 -0.457
C -0.534 1.211 -0.041
C 0.087 0.587 1.232
C -0.636 -0.729 0.864
C 1.256 0.111 0.337
H -1.159 -1.339 -2.050
H -1.618 1.362 -0.047
H -0.005 2.070 -0.472
H 0.145 1.037 2.226
H -0.201 -1.665 1.226
H -1.728 -0.732 0.899
H 1.921 0.891 -0.054
H 1.830 -0.753 0.689

11.
12
Properties=species:S:1:pos:R:3 method="wB97M-V/def2-TZVPD" homo_energy_ev=-9.51 e_tot_ha=-269.3005 total_charge=0 gap_ev=9.646 multiplicity=1
C -1.168 1.205 0.127
C 0.056 1.276 -0.406
C 1.150 0.358 -0.065
C 0.986 -0.948 0.193
O -0.622 -2.617 0.720
C -0.307 -1.657 0.050
H -1.407 0.487 0.908
H -1.963 1.877 -0.181
H 0.281 2.064 -1.122
H 2.150 0.786 -0.005
H 1.821 -1.562 0.522
H -0.978 -1.270 -0.742

12.
23
Properties=species:S:1:pos:R:3 method="wB97M-V/def2-TZVPD" s2=2.01 homo_energy_ev="-5.82 / -8.79" e_tot_ha=-987.4361 total_charge=0 gap_ev="6.524 / 6.459" multiplicity=3
C -1.747 0.559 1.568
C 0.044 -2.002 1.832
C 1.310 1.448 -3.580
C -1.026 -0.083 0.473
C 0.308 -0.880 0.829
C 2.085 1.027 -2.599
N 0.986 -1.097 -0.484
S 2.235 1.894 -1.068
I 0.002 -2.363 -1.770
H -2.538 1.160 0.954
H -2.422 -0.084 2.068
H -1.059 1.203 2.271
H -0.625 -2.884 1.539
H 0.978 -2.468 2.127
H -0.496 -1.485 2.642
H 1.283 0.878 -4.459
H 0.725 2.411 -3.682
H 1.849 -1.575 -0.232
H -1.679 -0.859 -0.129
H -0.841 0.619 -0.280
H 0.920 -0.139 1.369
H 2.592 0.094 -2.798
H 1.083 2.534 -0.965